Entry 1:
Below is a cluster of 7 separate species, C50H102F9N4O8S2 in total at a distorted geometry, with properties calculated with ωB97M-V/def2-TZVPD.

Summary:
**Highest occupied orbital energy**: -6.9 eV
**Charge**: +1
**Electronic energy**: -4481.98775 Ha
**Multiplicity**: 1
**Kohn-Sham gap**: 4.476 eV
**ΔE to the lowest compared entry with this formula, charge and spin**: 0.0000 eV

Last column: Löwdin charge in e.
Element x y z (Å)
C: -1.60 -15.65 10.05  -0.08
C: -0.12 -15.15 9.97  -0.23
C: 0.19 -14.28 11.18  -0.17
C: -0.56 -12.97 11.06  -0.12
N: -0.25 -11.93 12.13  -0.17
C: 1.17 -11.35 12.01  -0.06
C: 1.04 -9.89 11.55  -0.12
C: -0.32 -9.49 12.15  -0.14
C: -1.18 -10.72 11.84  -0.10
C: -0.50 -12.25 13.59  -0.10
C: -1.85 -12.98 13.83  -0.21
C: -2.06 -13.27 15.31  -0.09
H: -1.67 -16.21 10.98  0.08
H: -1.83 -16.32 9.22  0.06
H: -2.34 -14.86 10.16  0.06
H: 0.11 -14.63 9.05  0.08
H: 0.44 -16.08 10.04  0.12
H: 1.24 -13.97 11.24  0.09
H: -0.14 -14.83 12.06  0.12
H: -1.64 -13.03 11.14  0.12
H: -0.29 -12.55 10.08  0.12
H: 1.74 -11.35 12.94  0.14
H: 1.79 -11.99 11.38  0.12
H: 1.78 -9.24 12.01  0.13
H: 0.94 -9.73 10.48  0.08
H: -0.23 -9.41 13.24  0.11
H: -0.70 -8.55 11.77  0.13
H: -2.12 -10.72 12.38  0.12
H: -1.40 -10.78 10.78  0.13
H: -0.42 -11.33 14.15  0.13
H: 0.31 -12.90 13.90  0.15
H: -1.78 -13.91 13.26  0.10
H: -2.66 -12.37 13.42  0.10
H: -3.11 -13.43 15.53  0.08
H: -1.72 -12.49 15.99  0.08
H: -1.53 -14.17 15.64  0.08
C: 5.51 -16.41 6.99  -0.09
C: 4.58 -15.39 6.33  -0.24
C: 3.51 -16.05 5.44  -0.16
C: 2.62 -15.02 4.74  -0.12
N: 1.63 -15.61 3.75  -0.19
C: 2.34 -16.04 2.48  -0.11
C: 1.40 -15.85 1.29  -0.13
C: 0.30 -14.93 1.85  -0.13
C: 0.81 -14.45 3.21  -0.11
C: 0.72 -16.71 4.24  -0.11
C: -0.20 -16.34 5.39  -0.21
C: -1.11 -17.54 5.72  -0.07
H: 6.16 -16.73 6.16  0.08
H: 5.05 -17.22 7.54  0.08
H: 6.20 -15.76 7.53  0.07
H: 5.20 -14.74 5.70  0.10
H: 4.09 -14.71 7.02  0.09
H: 2.86 -16.71 6.03  0.12
H: 3.99 -16.62 4.64  0.12
H: 3.20 -14.27 4.20  0.12
H: 2.05 -14.48 5.49  0.10
H: 2.69 -17.07 2.58  0.14
H: 3.27 -15.49 2.35  0.13
H: 1.03 -16.78 0.86  0.12
H: 2.05 -15.45 0.51  0.12
H: -0.61 -15.54 1.87  0.11
H: -0.01 -14.09 1.25  0.10
H: 0.09 -14.12 3.94  0.10
H: 1.46 -13.60 3.02  0.11
H: 1.43 -17.49 4.51  0.13
H: 0.12 -17.12 3.43  0.14
H: -0.81 -15.47 5.13  0.10
H: 0.32 -15.93 6.26  0.11
H: -0.64 -18.51 5.62  0.08
H: -2.04 -17.30 5.21  0.08
H: -1.36 -17.50 6.78  0.07
C: 3.54 -11.85 1.94  -0.12
C: 4.09 -10.44 1.78  -0.22
C: 4.65 -10.01 3.15  -0.17
C: 5.71 -10.98 3.77  -0.13
N: 6.36 -10.37 5.00  -0.15
C: 7.62 -9.64 4.52  -0.10
C: 7.97 -8.54 5.52  -0.12
C: 6.62 -8.15 6.04  -0.16
C: 5.62 -9.32 5.97  0.00
C: 6.73 -11.54 5.92  -0.12
C: 7.63 -12.62 5.30  -0.23
C: 8.38 -13.41 6.38  -0.07
H: 2.72 -11.81 2.65  0.06
H: 4.35 -12.54 2.20  0.07
H: 3.18 -12.26 0.99  0.08
H: 3.35 -9.70 1.47  0.11
H: 4.90 -10.36 1.06  0.11
H: 3.88 -10.00 3.91  0.08
H: 5.05 -8.99 3.15  0.12
H: 6.43 -11.45 3.12  0.14
H: 5.05 -11.77 4.13  0.09
H: 8.43 -10.35 4.36  0.11
H: 7.29 -9.18 3.58  0.13
H: 8.58 -9.04 6.27  0.12
H: 8.59 -7.86 4.95  0.13
H: 6.70 -7.83 7.08  0.13
H: 6.23 -7.24 5.59  0.11
H: 5.45 -9.69 6.98  0.14
H: 4.69 -8.94 5.56  0.10
H: 5.75 -11.86 6.27  0.12
H: 7.23 -11.09 6.78  0.14
H: 8.31 -12.20 4.57  0.09
H: 6.95 -13.27 4.75  0.09
H: 9.26 -12.77 6.53  0.08
H: 8.81 -14.37 6.11  0.08
H: 7.76 -13.58 7.25  0.08
C: 1.84 -5.39 3.73  -0.08
C: 1.33 -6.70 4.33  -0.24
C: -0.06 -7.09 3.79  -0.19
C: -0.70 -8.26 4.49  -0.15
N: -1.92 -8.88 3.89  -0.20
C: -3.07 -7.88 3.76  -0.09
C: -4.33 -8.73 3.74  -0.14
C: -4.02 -9.87 4.70  -0.15
C: -2.52 -9.91 4.88  -0.07
C: -1.73 -9.59 2.57  -0.10
C: -0.35 -10.18 2.38  -0.21
C: -0.27 -10.99 1.08  -0.09
H: 2.48 -4.80 4.38  0.07
H: 0.95 -4.79 3.54  0.07
H: 2.41 -5.59 2.82  0.08
H: 1.17 -6.54 5.40  0.10
H: 1.96 -7.58 4.21  0.10
H: 0.04 -7.30 2.71  0.11
H: -0.69 -6.21 3.90  0.11
H: -0.96 -7.82 5.46  0.14
H: -0.06 -9.13 4.68  0.10
H: -2.90 -7.41 2.79  0.13
H: -3.02 -7.07 4.49  0.14
H: -4.57 -9.16 2.77  0.12
H: -5.12 -8.11 4.16  0.13
H: -4.44 -10.80 4.31  0.12
H: -4.58 -9.71 5.62  0.12
H: -1.94 -10.83 4.84  0.14
H: -2.28 -9.42 5.82  0.13
H: -1.98 -8.85 1.81  0.14
H: -2.44 -10.42 2.53  0.14
H: -0.08 -10.87 3.18  0.10
H: 0.39 -9.40 2.25  0.11
H: -0.33 -10.35 0.19  0.09
H: -1.11 -11.67 0.94  0.08
H: 0.69 -11.50 1.00  0.06
C: 3.84 -5.32 7.70  -0.52
O: 3.53 -6.51 8.48  -0.09
O: 4.27 -4.37 8.53  -0.20
C: 4.83 -5.75 6.57  -0.53
F: 5.31 -4.74 5.84  0.15
F: 5.89 -6.40 7.10  0.04
F: 4.20 -6.64 5.75  0.09
C: 2.17 -6.89 8.54  -0.26
C: 2.02 -8.41 8.30  -0.09
H: 0.92 -8.55 8.27  0.07
H: 2.53 -8.82 7.44  0.05
H: 2.25 -8.97 9.21  0.04
H: 1.60 -6.41 7.74  0.09
H: 1.79 -6.71 9.54  0.11
H: 2.94 -4.86 7.25  0.13
C: 1.55 -11.66 7.85  -0.65
F: 0.50 -10.93 8.25  0.11
F: 2.64 -11.10 8.38  0.12
F: 1.39 -12.90 8.26  0.14
S: 1.85 -11.56 5.98  0.50
O: 3.21 -12.04 5.83  -0.32
O: 0.86 -12.43 5.34  -0.36
O: 1.71 -10.15 5.62  -0.33
C: 4.16 -14.71 9.90  -0.63
F: 4.78 -13.61 9.45  0.12
F: 2.90 -14.65 9.39  0.07
F: 4.69 -15.80 9.30  0.07
S: 4.19 -14.92 11.74  0.46
O: 3.08 -15.85 11.96  -0.34
O: 5.55 -15.39 12.04  -0.32
O: 3.89 -13.58 12.19  -0.34

---

Entry 2:
Below is the molecule C5H11NO at a distorted geometry, with properties calculated with ωB97M-V/def2-TZVPD.

Summary:
**Highest occupied orbital energy**: -8.6 eV
**Electronic energy**: -326.99211 Ha
**Multiplicity**: 1
**Kohn-Sham gap**: 9.535 eV
**ΔE to the lowest compared entry with this formula, charge and spin**: 3.7888 eV
**SMILES**: C[C@H]1CN1CCO

Last column: Löwdin charge in e.
Element x y z (Å)
C: -1.54 1.33 -0.52  -0.05
C: -0.61 1.19 0.71  -0.22
C: -0.17 -0.17 1.71  -0.07
N: 0.48 0.37 0.62  -0.20
C: 1.37 -0.09 -0.40  -0.16
C: 0.95 -1.40 -1.04  -0.25
O: 1.02 -2.48 -0.13  -0.06
H: -0.96 1.30 -1.46  0.07
H: -2.07 2.29 -0.53  0.07
H: -2.29 0.54 -0.59  0.07
H: -0.58 2.06 1.36  0.10
H: -1.02 -0.85 1.68  0.08
H: 0.47 -0.29 2.62  0.10
H: 1.45 0.71 -1.14  0.13
H: 2.35 -0.23 0.07  0.13
H: -0.07 -1.30 -1.47  0.11
H: 1.63 -1.64 -1.86  0.12
H: 0.51 -2.22 0.65  0.06

---

Entry 3:
Below is a structure of composition H5O3 at a distorted geometry, with properties calculated with ωB97M-V/def2-TZVPD.

Summary:
**Highest occupied orbital energy**: -4.1 eV
**Charge**: -1
**Electronic energy**: -228.73421 Ha
**Multiplicity**: 1
**Kohn-Sham gap**: 8.931 eV
**ΔE to the lowest compared entry with this formula, charge and spin**: 0.4555 eV

Last column: Löwdin charge in e.
Element x y z (Å)
O: -0.64 1.20 -1.34  -0.32
H: -1.30 0.98 -1.96  -0.10
O: 0.08 -0.64 1.93  -0.17
H: 0.22 -0.76 0.94  -0.02
H: -0.89 -0.61 2.10  0.02
O: 0.94 -0.56 -0.60  -0.36
H: 1.58 0.06 -0.22  -0.04
H: 0.02 0.33 -0.84  -0.02

---

Entry 4:
Below is the molecule C26H50NO7P at a distorted geometry, with properties calculated with ωB97M-V/def2-TZVPD.

Summary:
**Highest occupied orbital energy**: -9.1 eV
**Electronic energy**: -1943.01928 Ha
**Multiplicity**: 1
**Kohn-Sham gap**: 9.322 eV
**SMILES**: CCCCCCCCC[C@@]1(P(=N)(O)O)OC(=O)O[C@@]1(CCCCCCCCOC(C)=O)[C@@H](C)CC

Last column: Löwdin charge in e.
Element x y z (Å)
C: -4.15 0.38 -5.71  -0.15
C: -3.24 -0.67 -6.63  -0.25
C: -2.11 0.17 -7.48  -0.22
C: -0.60 -0.12 -6.86  -0.23
C: -0.40 0.45 -5.32  -0.23
C: 0.10 2.01 -5.23  -0.21
C: 0.86 2.21 -3.76  -0.21
C: -0.09 1.81 -2.48  -0.18
C: 0.80 2.15 -1.11  -0.13
C: -0.08 2.06 0.27  -0.30
P: -0.84 3.80 0.43  0.79
N: 0.08 4.80 1.34  -0.21
O: -2.42 3.69 1.17  -0.22
O: -1.05 4.58 -1.16  -0.24
O: -1.27 1.24 -0.13  -0.10
C: -1.15 -0.19 0.31  -0.19
O: -1.93 -1.24 0.03  0.04
O: 0.05 -0.11 1.19  -0.04
C: 0.49 1.27 1.58  -0.26
C: -0.12 1.68 3.06  -0.11
C: -0.77 0.42 3.90  -0.18
C: 0.39 -0.44 4.73  -0.21
C: -0.37 -1.21 5.96  -0.22
C: -1.61 -2.14 5.35  -0.21
C: -1.13 -3.01 4.03  -0.20
C: 0.24 -3.87 4.30  -0.17
C: 0.27 -5.15 3.22  -0.17
O: 0.82 -4.57 1.96  -0.10
C: 0.85 -5.61 0.92  -0.29
C: 1.90 -5.46 -0.36  -0.02
O: 0.06 -6.70 0.93  -0.04
C: 2.10 1.17 1.88  -0.26
C: 2.92 0.10 0.97  -0.09
C: 2.87 2.65 1.87  -0.19
C: 4.07 2.50 3.03  -0.14
H: -5.26 0.25 -6.05  0.07
H: -4.01 0.17 -4.55  0.08
H: -3.83 1.52 -5.88  0.07
H: -2.63 -1.32 -5.85  0.10
H: -3.89 -1.40 -7.28  0.10
H: -2.12 -0.11 -8.64  0.11
H: -2.30 1.34 -7.42  0.10
H: 0.26 0.22 -7.60  0.11
H: -0.50 -1.31 -6.78  0.11
H: 0.40 -0.22 -4.76  0.12
H: -1.45 0.39 -4.77  0.11
H: 0.83 2.25 -6.14  0.11
H: -0.81 2.76 -5.35  0.12
H: 1.23 3.33 -3.67  0.11
H: 1.79 1.50 -3.78  0.11
H: -1.14 2.34 -2.49  0.12
H: -0.27 0.65 -2.53  0.11
H: 1.20 3.25 -1.23  0.11
H: 1.73 1.44 -1.16  0.12
H: -0.52 5.08 2.17  0.01
H: -3.04 3.19 0.56  0.09
H: -0.64 5.50 -1.15  0.09
H: -0.98 2.51 3.00  0.11
H: 0.69 2.16 3.79  0.13
H: -1.44 0.92 4.75  0.13
H: -1.50 -0.25 3.28  0.10
H: 1.10 0.38 5.20  0.11
H: 0.99 -1.13 4.00  0.10
H: 0.43 -1.88 6.52  0.11
H: -0.79 -0.42 6.75  0.12
H: -2.52 -1.43 5.13  0.11
H: -1.96 -2.87 6.22  0.11
H: -0.94 -2.35 3.07  0.10
H: -2.01 -3.76 3.73  0.12
H: 0.22 -4.22 5.42  0.12
H: 1.24 -3.29 4.12  0.11
H: -0.83 -5.55 3.11  0.13
H: 1.02 -5.92 3.68  0.14
H: 2.72 -4.64 -0.20  0.09
H: 1.32 -5.24 -1.35  0.10
H: 2.45 -6.49 -0.48  0.10
H: 2.20 0.80 3.01  0.12
H: 2.37 -0.28 0.01  0.07
H: 3.94 0.62 0.62  0.09
H: 3.24 -0.87 1.58  0.09
H: 3.31 2.93 0.81  0.12
H: 2.11 3.42 2.31  0.09
H: 4.92 1.75 2.71  0.07
H: 3.63 2.07 4.05  0.08
H: 4.52 3.56 3.31  0.08

---

Entry 5:
Below is a structure of composition C34H43N9O4S4TeTi at a distorted geometry, with properties calculated with ωB97M-V/def2-TZVPD.

Summary:
**Highest occupied orbital energy**: -11.9 eV
**Charge**: +2
**Electronic energy**: -4825.08277 Ha
**Multiplicity**: 1
**Kohn-Sham gap**: 5.908 eV
**ΔE to the lowest compared entry with this formula, charge and spin**: 0.9243 eV

Last column: Löwdin charge in e.
Element x y z (Å)
Ti: 0.13 -0.47 0.77  0.86
C: -2.38 -2.81 -2.92  0.01
N: -1.74 -1.50 -2.79  -0.09
C: -1.14 -0.83 -3.83  0.00
C: -0.67 0.34 -3.35  0.01
N: -1.00 0.37 -2.00  0.02
C: -1.64 -0.79 -1.66  -0.62
S: -2.15 -1.25 -0.09  0.82
C: -0.97 1.52 -1.18  -0.28
C: -1.11 2.75 -1.75  -0.03
C: -1.05 3.90 -0.92  -0.22
C: -1.21 3.65 0.48  -0.08
C: -1.11 2.38 0.94  -0.13
N: -0.87 1.30 0.14  -0.06
H: -3.34 -2.69 -3.41  0.11
H: -2.55 -3.22 -1.92  0.05
H: -1.74 -3.47 -3.49  0.11
H: -1.08 -1.25 -4.82  0.14
H: -0.13 1.13 -3.83  0.13
H: -1.29 2.85 -2.81  0.13
H: -1.45 4.82 -1.32  0.09
H: -1.42 4.46 1.16  0.12
H: -1.26 2.17 1.99  0.08
N: 3.39 -1.04 1.57  0.01
C: 4.05 -0.86 0.27  -0.24
C: 3.89 0.57 -0.23  -0.07
C: 2.46 1.05 -0.20  -0.55
O: 2.14 2.21 -0.14  0.02
O: 1.55 0.06 -0.28  -0.20
H: 3.93 -0.60 2.31  0.09
H: 3.31 -2.02 1.81  0.06
H: 3.60 -1.55 -0.44  0.08
H: 5.12 -1.10 0.30  0.12
H: 4.24 0.65 -1.26  0.14
H: 4.48 1.28 0.35  0.14
C: -2.37 3.29 4.88  -0.07
C: -1.18 2.62 5.54  -0.20
N: -0.25 2.04 4.56  0.04
C: -0.29 0.89 3.89  -0.68
S: 1.00 0.69 2.72  0.83
N: -1.17 -0.08 4.05  0.05
C: -2.19 -0.30 5.09  -0.20
C: -1.59 -0.85 6.37  -0.06
H: -3.03 3.71 5.64  0.09
H: -2.95 2.60 4.27  0.07
H: -2.04 4.11 4.24  0.08
H: -1.47 1.86 6.26  0.09
H: -0.60 3.36 6.10  0.13
H: 0.48 2.66 4.23  0.13
H: -0.93 -0.92 3.52  0.08
H: -2.89 -1.01 4.66  0.13
H: -2.75 0.62 5.26  0.09
H: -1.08 -1.80 6.19  0.08
H: -2.37 -1.03 7.11  0.09
H: -0.86 -0.17 6.81  0.07
N: -3.26 -7.75 1.09  0.15
C: -2.42 -6.69 1.20  -0.29
C: -1.73 -6.44 2.40  0.00
C: -0.88 -5.37 2.52  -0.04
C: -0.72 -4.50 1.44  -0.31
C: -1.38 -4.74 0.24  -0.08
C: -2.22 -5.82 0.11  0.00
S: 0.38 -3.18 1.59  0.63
O: 1.53 -3.62 2.31  -0.26
O: -0.31 -1.97 2.21  -0.51
N: 0.61 -2.47 0.19  -0.27
C: 1.38 -3.00 -0.83  -0.72
S: 2.58 -4.25 -0.63  1.09
C: 2.90 -4.17 -2.31  -0.37
C: 2.12 -3.23 -2.89  -0.23
N: 1.24 -2.57 -2.05  0.06
H: -3.36 -8.40 1.85  0.11
H: -3.70 -7.97 0.22  0.11
H: -1.87 -7.12 3.24  0.12
H: -0.33 -5.22 3.44  0.13
H: -1.20 -4.08 -0.60  0.07
H: -2.71 -6.02 -0.83  0.12
H: 3.62 -4.82 -2.78  0.08
H: 2.13 -2.97 -3.94  0.11
C: 0.69 6.15 -2.95  -0.38
Te: 1.41 4.97 -1.31  1.55
C: 1.91 3.54 -2.79  -0.40
C: 1.73 4.20 -4.13  -0.28
C: 2.15 3.56 -5.30  -0.04
C: 1.99 4.18 -6.53  -0.07
C: 1.42 5.44 -6.60  -0.06
C: 1.00 6.08 -5.45  -0.03
C: 1.15 5.46 -4.21  -0.28
H: 1.07 7.17 -2.86  0.06
H: -0.40 6.19 -2.90  0.06
H: 1.23 2.69 -2.65  0.03
H: 2.93 3.19 -2.62  0.06
H: 2.62 2.59 -5.24  0.11
H: 2.33 3.68 -7.43  0.11
H: 1.31 5.93 -7.56  0.11
H: 0.57 7.07 -5.51  0.12

---

Entry 6:
Below is a cluster of 2 separate species, C2H5N3O in total at a distorted geometry, with properties calculated with ωB97M-V/def2-TZVPD.

Summary:
**Highest occupied orbital energy (alpha / beta)**: -8.2 / -8.2 eV
**Electronic energy**: -318.52708 Ha
**Multiplicity**: 1
**Kohn-Sham gap (alpha / beta)**: 7.339 / 7.338 eV
**ΔE to the lowest compared entry with this formula, charge and spin**: 6.0791 eV

Last column: Löwdin charge in e.
Element x y z (Å)
N: 1.98 0.93 0.25  -0.02
C: -0.25 1.22 -0.29  -0.37
C: -1.47 -1.70 0.14  -0.09
O: -1.36 0.75 -0.69  -0.04
N: -0.81 -1.12 -0.75  0.14
N: 0.72 0.40 0.02  -0.08
H: 2.39 0.47 1.06  0.07
H: 2.59 0.74 -0.54  0.07
H: -0.14 2.30 -0.18  0.14
H: -1.75 -2.74 -0.08  0.09
H: -1.88 -1.25 1.05  0.09

---

Entry 7:
Below is a cluster of 2 separate species, C2H6NO2P in total at a distorted geometry, with properties calculated with ωB97M-V/def2-TZVPD.

Summary:
**Highest occupied orbital energy (alpha / beta)**: -7.5 / -8.0 eV
**Electronic energy**: -626.30397 Ha
**Multiplicity**: 1
**Kohn-Sham gap (alpha / beta)**: 6.836 / 7.634 eV
**ΔE to the lowest compared entry with this formula, charge and spin**: 3.1683 eV

Last column: Löwdin charge in e.
Element x y z (Å)
C: -1.10 0.55 -0.13  -0.51
C: -0.19 -0.49 -0.69  -0.25
N: -0.13 -1.76 -0.29  0.07
O: -1.53 0.23 1.12  0.07
O: -1.59 1.56 -0.76  0.01
P: 2.15 0.57 0.29  0.64
H: 0.25 -0.23 -1.69  0.12
H: -2.26 0.82 1.27  0.11
H: -0.53 -1.87 0.63  0.10
H: 0.51 -2.52 -0.56  0.13
H: 2.07 1.52 1.35  -0.22
H: 2.35 1.63 -0.54  -0.26

---

Q: electronic energy of number 5 (C34H43N9O4S4TeTi)?
A: -4825.08277 Ha